The following is a quantum chemistry calculation of Cl3HgO16S as an isolated structure, from OMol25.

Atoms and positions in Å:
Hg (22.57105, -11.47797, 19.83295)
S (30.43505, -11.05106, 20.02806)
O (31.75902, -11.50693, 19.65667)
O (30.10077, -9.67007, 19.76926)
O (29.49968, -11.93144, 19.34126)
O (30.02012, -11.24303, 21.45224)
Cl (24.49941, -12.98857, 17.01002)
O (24.93344, -11.67219, 16.71758)
O (24.01110, -13.66571, 15.85654)
O (25.53976, -13.65863, 17.72128)
O (23.21357, -12.95438, 17.82798)
Cl (23.19144, -13.01930, 25.28159)
O (22.18433, -13.99254, 25.42561)
O (24.22505, -13.35760, 24.34876)
O (22.70259, -11.70801, 24.99114)
O (23.86533, -13.07581, 26.52925)
Cl (25.65833, -11.32104, 21.08958)
O (24.91787, -10.18104, 20.67904)
O (27.10741, -11.18676, 20.91637)
O (25.47793, -11.53845, 22.48762)
O (25.20757, -12.45731, 20.40671)

Its relative energy (zero: lowest compared OMol25 entry of this formula, charge and spin) is 0.0 kJ/mol. Its total charge is -3. As for the HOMO-LUMO gap: 2.23 eV. The value obtained for the total energy is -3135.0327 hartree. The calculation puts the LUMO energy at 2.185 eV.

The following is a quantum chemistry calculation of Cl3IMg as an isolated structure, from OMol25.

Atoms and positions in Å:
Mg (0.03734, -0.07788, 0.06090)
Cl (-0.76584, -2.07859, -0.71254)
Cl (-1.35952, 1.46730, -1.06305)
Cl (2.20190, 0.16708, -0.84869)
I (-0.11389, 0.52209, 2.56336)

As for the spin multiplicity: 2. Its total charge is -1. As for the HOMO-LUMO gap (alpha / beta): 8.21 / 4.10 eV. The value obtained for the total energy is -1878.6144 hartree. The calculation puts the LUMO energy (alpha / beta) at 2.420 / -1.682 eV.

The following is a quantum chemistry calculation of a 3-piece molecular cluster, Cl3O12 overall, from OMol25.

Atoms and positions in Å:
Cl (1.82379, 1.35875, 3.41414)
O (0.77588, 0.48365, 3.88077)
O (1.60908, 1.82240, 2.06785)
O (1.91611, 2.55719, 4.24946)
O (3.06480, 0.60553, 3.50384)
Cl (1.34102, -0.21104, -1.02277)
O (2.27424, 0.85780, -0.75751)
O (1.75791, -1.38154, -0.27386)
O (-0.02329, 0.16561, -0.73127)
O (1.33738, -0.50105, -2.44949)
Cl (-3.16843, -1.18046, -2.34714)
O (-1.83865, -1.68737, -2.17131)
O (-4.20562, -2.10331, -1.90832)
O (-3.26469, 0.11022, -1.69190)
O (-3.39952, -0.89638, -3.76247)

Its relative energy (zero: lowest compared OMol25 entry of this formula, charge and spin) is 163.3 kJ/mol. Its total charge is -3. As for the HOMO-LUMO gap: 7.59 eV. The value obtained for the total energy is -2282.6394 hartree. The calculation puts the LUMO energy at 7.803 eV.

The following is a quantum chemistry calculation of Cl3O3P as an isolated structure, from OMol25.

Atoms and positions in Å:
O (-1.06187, -0.61522, -1.75932)
O (2.66495, 2.05093, -0.40301)
O (-1.48937, -0.11936, 0.71013)
P (-0.45544, -0.66853, -0.49402)
Cl (1.29036, 1.31735, -0.03900)
Cl (-1.07447, -0.67019, 2.38939)
Cl (0.11823, -2.46514, 0.16537)

Its relative energy (zero: lowest compared OMol25 entry of this formula, charge and spin) is 456.6 kJ/mol. Its total charge is 0. As for the HOMO-LUMO gap (alpha / beta): 6.20 / 6.19 eV. The value obtained for the total energy is -1947.4609 hartree. The calculation puts the LUMO energy (alpha / beta) at -3.510 / -3.509 eV.

The following is a quantum chemistry calculation of Cl3OPS in the gas phase, from OMol25.

Atoms and positions in Å:
O (-2.44758, -1.19383, -0.15031)
P (0.39141, 0.31973, 0.08141)
S (-1.64227, -0.17466, -0.90467)
Cl (0.75620, -1.39620, 0.88614)
Cl (1.24055, 1.68356, 1.50139)
Cl (1.70170, 0.76141, -1.41395)

Its relative energy (zero: lowest compared OMol25 entry of this formula, charge and spin) is 213.5 kJ/mol. Its total charge is 0. As for the HOMO-LUMO gap (alpha / beta): 6.78 / 6.78 eV. The value obtained for the total energy is -2195.3520 hartree. The calculation puts the LUMO energy (alpha / beta) at -1.698 / -1.699 eV.

The following is a quantum chemistry calculation of Cl3OPS as an isolated structure, from OMol25.

Atoms and positions in Å:
O (1.61046, 1.06610, 2.33396)
P (-0.07129, -0.14892, -0.82397)
S (0.67371, 1.59867, 1.29245)
Cl (-1.95193, 0.38952, -0.34472)
Cl (0.33719, -1.82845, 0.24694)
Cl (-0.59815, -1.07692, -2.70467)

Its relative energy (zero: lowest compared OMol25 entry of this formula, charge and spin) is 207.0 kJ/mol. Its total charge is 0. As for the HOMO-LUMO gap (alpha / beta): 7.31 / 7.21 eV. The value obtained for the total energy is -2195.3545 hartree. The calculation puts the LUMO energy (alpha / beta) at -2.384 / -1.978 eV.

The following is a quantum chemistry calculation of a 2-piece molecular cluster, Cl4N4 overall, from OMol25.

Atoms and positions in Å:
N (1.22029, -0.23167, -0.27746)
N (1.82960, -0.17558, 0.77607)
N (0.43393, 0.27195, -1.00393)
N (-2.14596, 0.44989, 0.19416)
Cl (2.96844, -1.43119, 1.15569)
Cl (0.12861, 1.99531, -1.00580)
Cl (-2.64163, -0.25416, -1.23793)
Cl (-1.79328, -0.62455, 1.39920)

As for the spin multiplicity: 3. Its relative energy (zero: lowest compared OMol25 entry of this formula, charge and spin) is 113.8 kJ/mol. Its total charge is 0. As for the HOMO-LUMO gap (alpha / beta): 9.61 / 7.49 eV. The value obtained for the total energy is -2059.4976 hartree. The calculation puts the LUMO energy (alpha / beta) at -0.074 / -2.625 eV.

The following is a quantum chemistry calculation of Cl4V as an isolated structure, from OMol25.

Atoms and positions in Å:
V (0.27746, 0.18300, 0.40263)
Cl (0.57311, -1.60936, 1.01643)
Cl (1.05349, -0.18088, -1.32536)
Cl (-0.20986, 2.05453, -0.38322)
Cl (-1.69420, -0.44729, 0.28952)

As for the spin multiplicity: 3. Its relative energy (zero: lowest compared OMol25 entry of this formula, charge and spin) is 309.3 kJ/mol. Its total charge is -1. As for the HOMO-LUMO gap (alpha / beta): 7.24 / 8.21 eV. The value obtained for the total energy is -2784.8703 hartree. The calculation puts the LUMO energy (alpha / beta) at 3.461 / 3.217 eV.

The following is a quantum chemistry calculation of Cl5HgO24S as an isolated structure, from OMol25.

Atoms and positions in Å:
Hg (-0.21001, 0.04323, 0.00998)
S (1.69422, -1.23517, -2.36145)
O (1.28803, -1.45417, -3.73858)
O (2.41555, 0.01451, -2.37180)
O (0.40500, -1.00792, -1.67203)
O (2.52785, -2.11392, -1.70639)
Cl (-0.04514, 3.09735, -1.77445)
O (-0.25955, 1.74262, -1.43751)
O (-0.16867, 3.84725, -0.47253)
O (1.24474, 2.82973, -2.35058)
O (-0.97822, 3.55572, -2.65217)
Cl (0.67835, -3.80214, 1.22471)
O (1.69570, -3.73904, 0.13480)
O (1.73858, -3.83539, 2.11093)
O (0.24642, -2.38036, 1.05059)
O (-0.02764, -4.96728, 0.79761)
Cl (-2.26670, 2.55403, 2.64196)
O (-2.93826, 3.18738, 1.61057)
O (-1.36767, 1.46794, 2.15248)
O (-1.36369, 3.50521, 3.31208)
O (-3.26243, 1.89493, 3.41310)
Cl (2.74321, 1.49262, 2.04123)
O (1.94684, 2.71164, 2.22666)
O (2.72732, 0.74973, 3.28745)
O (2.22440, 0.85405, 0.86407)
O (4.09209, 1.72181, 1.88553)
Cl (-2.97922, -2.13722, -1.68148)
O (-2.76571, -1.90264, -3.14118)
O (-2.24932, -1.11203, -0.89494)
O (-4.24533, -2.07532, -1.09915)
O (-2.54074, -3.50715, -1.40956)

Its total charge is -5. As for the HOMO-LUMO gap: 3.62 eV. The value obtained for the total energy is -4656.3150 hartree. The calculation puts the LUMO energy at 10.289 eV.

The following is a quantum chemistry calculation of Cl5OV as an isolated structure, from OMol25.

Atoms and positions in Å:
O (0.98978, 0.95157, -1.11015)
V (-0.04472, 0.10171, -0.07525)
Cl (-1.99020, 0.03766, -1.78550)
Cl (1.48571, -1.96461, -1.26192)
Cl (-1.44960, -1.74914, 1.31966)
Cl (1.91615, 0.27009, 1.86030)
Cl (-0.90715, 2.35271, 1.05287)

As for the spin multiplicity: 2. Its total charge is -3. As for the HOMO-LUMO gap (alpha / beta): 7.19 / 7.20 eV. The value obtained for the total energy is -3320.2765 hartree. The calculation puts the LUMO energy (alpha / beta) at 8.513 / 8.517 eV.

> What is the total charge in the second record?

-1